Entry 1:
71
Properties=species:S:1:pos:R:3:forces:R:3 method="wB97M-V/def2-TZVPD" e_tot_ha=-1566.59822 de_lowest_kj_mol=109.1 fmax_ev_per_a=1.00 gap_ha=0.27870
C -9.679029 1.596164 -0.808730 -0.1 0.2 0.1
O -8.770000 0.571307 -1.110615 0.4 -0.2 0.0
C -7.487112 0.692068 -0.653284 -0.1 -0.1 -0.1
C -6.998961 1.751045 0.090493 -0.3 0.0 -0.2
C -5.675672 1.781890 0.506665 0.2 -0.2 0.0
C -4.807174 0.751623 0.178286 -0.3 0.1 0.0
C -3.411791 0.740580 0.587540 0.5 -0.2 0.2
C -2.552354 1.812231 0.893083 0.1 -0.5 -0.1
C -2.816270 3.275731 0.857718 0.1 -0.1 0.1
N -1.333967 1.391424 1.215670 0.2 0.9 0.3
N -1.351615 0.056871 1.133251 -0.7 -0.3 -0.4
C -0.332329 -0.812686 1.399690 0.3 -0.4 0.3
N 0.855076 -0.347326 1.878661 -0.4 0.1 0.2
C 1.891360 -1.267095 2.295909 0.2 -0.4 -0.1
C 2.827152 -1.612758 1.137376 0.0 0.2 0.1
C 3.442448 -0.334599 0.564402 -0.2 -0.3 -0.4
C 4.225676 -0.650998 -0.707891 0.0 0.4 0.5
O 3.923661 -1.553765 -1.460755 -0.2 -0.4 -0.2
N 5.237449 0.206673 -0.954294 0.4 0.3 -0.1
C 6.152592 0.046290 -2.058996 0.2 -0.1 -0.1
C 7.577853 -0.137259 -1.530489 -0.3 0.1 -0.1
N 7.933356 0.939623 -0.615687 0.0 -0.1 0.0
C 9.000845 0.551398 0.284543 -0.1 0.0 0.0
C 8.272873 2.162302 -1.316693 -0.1 0.0 0.0
C 2.328301 0.662289 0.214391 0.1 0.0 0.4
C 1.424962 0.906301 1.426380 0.1 0.6 -0.5
C -0.641022 -2.153959 1.231225 0.1 0.1 0.0
C -1.927484 -2.548940 0.829203 -0.1 0.2 0.0
C -2.239169 -3.999897 0.639091 0.0 0.0 0.0
N -2.889774 -1.690531 0.592119 -0.3 -0.7 -0.1
C -2.611017 -0.398502 0.739818 0.1 0.7 0.1
C -5.301194 -0.326549 -0.564367 -0.2 -0.1 -0.2
C -6.617044 -0.372405 -0.975643 -0.2 0.0 -0.1
O -7.173005 -1.392438 -1.694095 -0.1 0.5 0.2
C -6.363129 -2.499613 -1.995824 0.2 -0.2 -0.1
H -10.622091 1.297433 -1.264501 0.0 0.1 0.0
H -9.362975 2.556664 -1.231415 0.0 0.0 0.0
H -9.820775 1.707588 0.272243 0.0 0.0 0.0
H -7.646317 2.569394 0.364912 -0.1 0.0 0.0
H -5.343877 2.608502 1.112135 0.1 0.1 0.1
H -1.869112 3.806752 0.799864 0.0 0.0 0.0
H -3.432906 3.528934 -0.001825 -0.1 0.1 0.0
H -3.330658 3.595318 1.763703 -0.1 0.1 0.0
H 2.462497 -0.764707 3.085031 -0.1 0.0 0.0
H 1.446786 -2.162470 2.729292 0.0 0.1 0.0
H 2.275789 -2.117184 0.342343 0.0 0.0 0.0
H 3.614739 -2.285198 1.481152 0.0 -0.1 0.0
H 4.109754 0.117720 1.306378 0.0 0.0 0.0
H 5.538969 0.867396 -0.254047 -0.1 -0.1 0.1
H 6.089449 0.919404 -2.716326 0.0 -0.1 0.0
H 5.838076 -0.836560 -2.619082 0.0 0.1 0.0
H 8.279323 -0.212545 -2.377575 0.0 0.0 0.1
H 7.614728 -1.076287 -0.973494 0.0 0.0 0.0
H 9.939578 0.319821 -0.240757 0.0 0.0 0.0
H 8.693663 -0.325859 0.852188 0.0 0.0 0.0
H 9.188458 1.366514 0.982332 0.1 0.0 0.1
H 8.469910 2.946207 -0.586734 0.0 0.1 0.0
H 9.162050 2.047727 -1.955727 0.0 0.0 0.0
H 7.437292 2.475649 -1.938447 0.0 0.1 -0.1
H 1.731152 0.252592 -0.603287 0.0 0.0 -0.1
H 2.759220 1.607468 -0.119507 0.0 0.0 0.0
H 2.012408 1.322925 2.251090 0.0 0.0 0.0
H 0.617641 1.597057 1.182381 0.4 -0.1 0.1
H 0.103470 -2.915007 1.382510 0.1 0.0 0.0
H -1.611935 -4.419686 -0.145941 0.0 -0.1 0.0
H -3.282877 -4.114034 0.362769 0.0 0.0 0.0
H -2.046996 -4.551937 1.557489 0.0 -0.1 0.0
H -4.622440 -1.129900 -0.792299 -0.1 -0.1 -0.1
H -5.522429 -2.221893 -2.640893 0.0 0.0 0.0
H -7.007817 -3.199610 -2.525858 0.1 0.0 0.0
H -5.976244 -2.974710 -1.088275 0.0 0.0 0.0

Entry 2:
81
Properties=species:S:1:pos:R:3:forces:R:3 method="wB97M-V/def2-TZVPD" e_tot_ha=-8860.84030 charge=-1 de_lowest_kj_mol=0.0 fmax_ev_per_a=0.47 gap_ha=0.24812
Ti 0.051022 0.475867 0.240934 0.1 -0.2 -0.1
S 2.184471 0.741383 -1.616175 -0.2 0.1 0.1
C 0.775843 1.369977 -2.278843 0.2 -0.2 0.1
N -0.418823 1.123882 -1.740795 0.1 0.4 0.1
C -1.417197 1.883904 -2.335213 -0.2 0.0 -0.1
C -2.748063 1.940444 -1.928335 0.1 0.0 0.0
C -3.620761 2.761995 -2.617114 0.0 0.0 0.0
C -3.184767 3.530980 -3.696741 0.0 0.0 0.0
C -1.859609 3.498719 -4.096050 0.0 0.0 0.0
C -0.981183 2.674836 -3.407316 -0.1 0.0 0.1
S 0.733533 2.478011 -3.622215 -0.1 -0.1 -0.1
H -3.067588 1.374986 -1.064149 0.0 0.0 0.0
H -4.654386 2.822858 -2.301002 0.0 0.0 0.0
H -3.885433 4.168861 -4.219819 0.0 0.0 0.0
H -1.516316 4.107476 -4.922311 0.0 0.0 0.0
Br -0.850388 -1.865336 -4.165504 0.1 0.0 0.0
C 0.568001 -2.149200 -0.579426 0.1 0.1 -0.1
C 1.559583 -3.100356 -0.938392 -0.1 -0.1 0.0
C 2.777800 -3.180646 -0.291912 0.0 0.1 0.1
C 3.098437 -2.278404 0.732584 -0.2 0.0 0.0
C 2.139879 -1.345437 1.026710 0.4 -0.1 0.2
N 0.962247 -1.345341 0.404172 0.1 0.2 -0.1
C 2.318103 -0.119806 1.870653 0.1 0.1 0.0
O 3.254917 0.081630 2.600382 -0.1 -0.1 0.0
O 1.338003 0.741540 1.634324 0.1 0.2 0.0
H 1.364471 -3.777854 -1.761888 0.0 0.0 0.0
H 3.510095 -3.916932 -0.603198 0.0 0.0 0.0
H 4.055010 -2.257541 1.233963 0.0 0.0 0.0
C -6.344912 -2.014001 -0.947097 0.0 0.1 0.1
Si -5.094771 -1.155604 0.199765 -0.1 0.0 0.0
C -5.489426 -1.740439 1.951706 0.0 0.1 -0.1
C -5.480923 0.694180 0.124149 0.0 -0.2 0.0
Sb -2.648566 -1.533116 -0.585795 -0.3 0.0 -0.1
Si -2.715870 -1.422508 -5.316472 -0.1 0.2 0.0
C -2.696889 -2.465262 -6.871711 0.1 0.1 0.1
C -2.696127 0.405643 -5.708872 -0.1 -0.2 0.0
C -4.163178 -1.863352 -4.222172 0.1 0.1 -0.1
Si -2.522295 -4.027652 -0.020254 0.0 0.0 0.1
C -1.884228 -4.284098 1.725637 0.0 -0.1 -0.1
C -4.243165 -4.788336 -0.191485 0.1 -0.1 0.0
C -1.419775 -4.908446 -1.265239 -0.1 -0.1 0.1
H -7.257652 -1.412254 -0.977403 0.0 0.0 0.0
H -6.612924 -3.001921 -0.570037 0.0 0.0 0.0
H -5.997354 -2.133761 -1.972653 0.1 0.0 0.0
H -6.535276 -1.511080 2.176154 0.0 0.0 0.0
H -4.870103 -1.239134 2.696351 0.0 0.0 0.0
H -5.352659 -2.815941 2.072678 0.0 0.0 0.0
H -6.485367 0.855190 0.526129 0.0 0.0 0.0
H -5.474896 1.061443 -0.903820 0.0 0.0 0.0
H -4.779385 1.291680 0.707752 0.0 0.0 0.0
H -1.809288 -2.245953 -7.466696 0.0 0.0 0.0
H -3.579002 -2.261472 -7.482171 0.0 0.0 0.0
H -2.685903 -3.527971 -6.627534 0.0 0.0 0.0
H -1.746685 0.699875 -6.158495 0.0 0.0 0.0
H -2.838727 1.000820 -4.804460 0.0 -0.1 0.0
H -3.500480 0.648478 -6.408477 0.0 0.0 0.0
H -4.068664 -2.876772 -3.829130 0.0 0.0 0.0
H -5.109025 -1.789587 -4.764011 0.0 0.0 0.0
H -4.197285 -1.172248 -3.377662 0.0 0.0 0.0
H -2.529813 -3.807956 2.464381 0.0 0.0 0.0
H -0.890115 -3.847700 1.834661 0.0 0.0 0.0
H -1.822431 -5.352338 1.951704 0.0 0.0 0.0
H -4.907212 -4.518319 0.629527 0.0 0.0 0.0
H -4.141849 -5.877558 -0.197973 0.0 0.0 0.0
H -4.730331 -4.498679 -1.123409 0.0 0.0 -0.1
H -0.385480 -4.908420 -0.930214 0.0 0.0 0.0
H -1.447533 -4.439320 -2.249110 0.0 0.0 0.0
H -1.750248 -5.945931 -1.368052 0.0 0.0 0.0
Te -1.898709 -0.377766 1.805796 -0.1 -0.1 -0.1
C -0.977842 6.428310 0.756251 0.0 0.0 0.0
S 0.699199 5.983705 1.267108 0.0 -0.1 0.0
C 0.360335 4.716391 2.436032 0.0 0.0 0.0
C -0.050323 3.454740 2.167050 0.0 0.1 -0.1
S -0.443998 2.885331 0.570052 0.2 -0.3 0.0
S -0.321616 2.455935 3.573195 -0.1 0.1 0.0
C 0.040072 3.626131 4.787000 0.4 -0.1 0.2
S 0.038226 3.295782 6.406271 -0.1 0.1 -0.1
S 0.540592 5.131838 4.119348 -0.1 0.0 0.1
H -0.874223 7.188474 -0.017580 0.0 0.0 0.0
H -1.548382 6.840694 1.586196 0.0 0.0 0.0
H -1.486124 5.563158 0.337467 0.0 0.0 0.0

Entry 3:
80
Properties=species:S:1:pos:R:3:forces:R:3 method="wB97M-V/def2-TZVPD" multiplicity=6 e_tot_ha=-4860.59348 charge=-1 s2=9.334 de_lowest_kj_mol=16.2 fmax_ev_per_a=3.83 gap_ha="0.22503 / 0.22480"
Dy -19.000199 2.182689 -2.738269 -0.3 0.1 0.0
N -20.149003 1.010497 -7.281685 -0.3 -0.4 2.6
C -19.474540 1.874308 -6.476679 -0.1 -1.1 -0.4
N -19.663195 1.549662 -5.213293 0.3 1.3 -0.1
C -20.483613 0.496101 -5.252798 -0.9 -0.8 -0.4
N -20.798504 0.120092 -6.467124 -0.3 -0.2 -1.2
C -21.004098 -0.233610 -4.061745 0.4 0.1 -0.9
C -22.018828 -1.177337 -4.201487 0.8 -0.4 0.7
N -22.396051 -1.946115 -3.214772 0.1 0.4 0.9
C -21.815377 -1.696926 -2.010365 -0.8 -0.4 0.8
C -20.829525 -0.765937 -1.800178 0.3 0.9 -3.7
N -20.402429 -0.039863 -2.935063 0.1 -0.3 3.0
H -20.214187 0.899034 -8.273100 0.1 0.2 -0.2
H -18.775889 2.549579 -6.902900 0.3 0.8 0.2
H -22.369302 -1.375111 -5.163338 -0.9 -0.2 -1.4
H -22.244057 -2.253982 -1.155715 0.5 0.2 -0.6
H -20.284606 -0.545902 -0.916702 0.1 0.0 0.7
S -18.531993 4.636230 -4.309936 -0.3 0.1 0.1
C -16.986227 4.582252 -3.504907 -1.3 -0.4 -0.7
C -16.001710 5.518432 -3.732768 1.6 1.5 -1.1
C -14.728182 5.294596 -3.224659 -2.0 -1.4 0.4
C -14.541957 4.129671 -2.432737 2.1 1.2 -0.4
C -15.585923 3.288768 -2.204967 -1.7 1.0 0.2
N -16.827726 3.542126 -2.700176 1.2 -0.6 0.6
H -16.181566 6.380886 -4.439371 0.0 -1.1 1.0
H -13.977852 5.999408 -3.451413 1.0 0.5 0.0
H -13.521612 3.948280 -2.027350 -1.0 -0.1 -0.2
H -15.562361 2.512383 -1.480280 0.2 -0.9 0.2
S -16.350712 -1.709784 -2.368953 0.4 -0.2 0.0
C -17.010129 -0.161724 -2.414930 0.3 -1.6 -0.2
S -17.645587 0.511859 -0.977566 0.0 0.8 0.1
S -17.213516 0.546794 -3.957219 0.0 0.5 -0.2
C -21.780196 2.400328 1.984114 0.1 1.8 -0.3
N -21.130778 3.322453 1.013441 -1.6 0.6 1.3
C -21.126824 4.642657 1.318185 0.4 0.5 1.3
C -20.516085 5.596182 0.582189 0.6 -0.4 0.5
C -19.725881 5.045949 -0.491966 0.1 -0.2 -1.0
N -19.558116 3.724505 -0.647854 -0.3 1.1 -1.0
C -20.381132 2.839782 -0.025300 1.3 -0.1 0.8
O -20.311645 1.637377 -0.191892 -0.2 -0.4 -0.6
N -19.117576 5.887654 -1.346184 0.0 1.1 -0.5
H -21.116495 1.592889 2.118199 0.6 -1.1 0.3
H -22.755537 2.037938 1.657819 0.1 0.2 -0.1
H -21.850255 3.016735 2.903700 -0.2 -0.8 -0.4
H -21.453019 4.864934 2.347777 -0.4 0.0 -0.8
H -20.317558 6.600311 0.996749 -0.4 -0.7 -0.5
H -19.424451 6.891620 -1.306164 0.6 -1.8 -0.1
H -18.713236 5.537979 -2.267086 -0.9 0.4 1.2
C -14.247236 -3.404189 0.844285 1.1 -0.1 -2.4
C -15.113197 -2.195496 1.174169 0.4 -0.2 2.0
C -14.332741 -1.147681 2.004231 0.4 -0.5 -0.5
P -16.776868 -2.503594 2.005431 0.5 0.2 0.0
C -17.703102 -3.182736 0.596751 -1.3 0.5 -1.1
C -19.251485 -2.951825 0.667860 0.4 0.3 -0.9
C -17.474850 -4.646095 0.166368 0.4 0.3 0.1
C -16.565765 -3.928552 3.201310 -1.0 0.5 -1.4
C -17.775441 -3.819319 4.094952 0.0 -1.2 0.3
C -15.412384 -3.674833 4.068531 1.8 0.4 0.2
H -14.287436 -4.285108 1.452203 -0.1 -0.2 0.9
H -13.158480 -3.184170 0.620390 -0.9 0.2 0.8
H -14.519877 -3.783401 -0.159779 -0.3 0.1 0.3
H -15.353778 -1.702640 0.271740 -0.6 0.4 -1.2
H -13.939162 -1.636395 2.907315 -0.1 0.6 0.0
H -14.897871 -0.231338 2.190073 -0.2 -0.3 0.4
H -13.484444 -0.818143 1.394855 0.2 -0.1 0.1
H -17.399334 -2.422109 -0.186039 0.0 -1.1 0.4
H -19.802777 -3.682539 1.199622 -0.3 -1.4 0.7
H -19.716391 -2.954676 -0.351036 0.6 0.2 0.7
H -19.531403 -2.052537 1.193431 0.2 0.8 -0.2
H -18.087061 -5.268831 0.831735 0.3 -0.1 -0.1
H -16.414738 -4.985114 0.216361 -0.8 0.3 -0.1
H -17.855095 -4.803323 -0.850632 0.2 0.1 0.1
H -16.581068 -4.924513 2.734438 0.4 0.3 -0.1
H -17.640490 -2.995928 4.771983 -0.4 0.7 0.0
H -17.791006 -4.701225 4.737508 -0.3 -0.3 0.1
H -18.675105 -3.796227 3.508805 -0.7 0.3 0.0
H -15.513316 -2.686895 4.542897 0.1 -0.3 0.0
H -14.439731 -3.722944 3.575852 -0.1 0.1 -0.1
H -15.381131 -4.430784 4.815705 0.1 -0.6 1.1
Cl -21.712418 2.753882 -2.759867 0.1 0.2 -0.3